Density functional theory data (ωB97M-V/def2-TZVPD) for C22H78BMgN16O22 as an isolated structure.

The total energy is -3641.3124 Eh. The charge is +1. For the HOMO energy, the calculation gives -10.728 eV.

```
140
Properties=species:S:1:pos:R:3:forces:R:3
Mg -1.93467 -0.20179 0.13048 -0.507 -0.627 1.081
O -1.39014 1.49518 -3.67548 -0.553 -0.101 0.874
O 1.24026 -5.07913 -1.35479 -0.258 -2.511 0.537
O -0.43527 -7.79157 1.75320 0.793 -0.355 -0.084
O 2.00935 3.62153 2.63405 0.332 0.657 0.235
O 1.05344 5.17813 0.28755 -0.045 1.560 0.575
O -1.66095 -1.64643 1.59901 0.206 -2.048 0.556
O -1.17492 -6.78532 -1.03317 1.274 -0.723 -1.428
O 0.15272 5.02810 -2.26258 -1.813 0.191 0.841
O 0.29297 -0.45725 3.46891 -0.834 -0.335 -0.009
O 4.35341 -1.77332 1.18360 -0.251 -0.808 2.685
O 3.99366 1.86856 -0.86801 -0.238 -1.552 0.486
O 1.84904 4.27263 6.92193 0.999 0.363 -0.206
O 1.13220 -4.09565 1.89989 -2.379 1.493 -0.485
O -1.99658 -1.55651 -1.25002 -0.510 -1.096 -1.161
O -0.76592 -3.52231 3.86365 0.157 0.720 2.717
O -2.69037 3.92700 -1.60405 2.080 -3.877 0.061
O 3.80741 2.68604 -4.33820 0.155 0.290 0.680
O -4.13265 -0.75567 0.32516 0.035 -0.329 -0.411
O -2.37759 0.83375 1.76715 -0.429 -2.113 -2.142
O -2.69896 1.17197 -1.04205 0.215 -0.008 0.467
O -1.17111 3.95995 -4.75775 -0.906 0.029 -0.008
O 0.59894 1.11202 -5.57831 0.745 -0.860 -1.468
N 3.07450 2.39194 7.28175 4.011 -1.989 5.747
N -4.38402 5.19729 -0.99393 -3.215 -0.417 2.807
N -1.65175 -2.95241 -3.01799 0.022 -0.171 -1.472
N 5.21346 -2.52191 -0.75298 2.077 -2.142 -1.009
N 2.01576 0.44189 2.37653 0.472 1.216 -1.505
N 2.09936 2.54665 5.50239 -1.982 -1.125 -5.155
N -3.58375 -2.93968 -2.00331 -5.131 -1.271 0.522
N 1.87921 -6.15541 2.30438 -0.957 -2.599 -0.048
N 2.30886 -0.49061 4.32456 3.801 -1.626 5.049
N -1.59678 1.69736 3.68686 -0.337 -0.925 -0.480
N 0.92602 -2.98081 -0.58218 -0.023 0.345 -0.116
N -3.31179 2.60395 2.68445 -3.113 2.618 -0.231
N 3.65176 -1.03442 -0.76336 -2.535 2.412 -2.516
N 3.27353 -4.51991 2.11980 3.778 1.261 -0.270
N -3.28143 5.74360 -2.72557 0.508 1.319 -3.083
N 1.67922 -3.34884 -2.63562 0.892 2.280 -2.921
C -2.48038 -2.32634 2.56967 -1.101 -0.010 0.433
C -4.03495 1.01243 -1.29378 -2.379 0.253 -0.503
C 4.13246 2.89622 -2.94748 -0.151 -0.285 -1.292
C -1.99073 -3.64812 3.25716 1.157 0.093 -3.354
C 0.63108 4.46837 -3.40759 2.568 0.555 -1.915
C 4.38457 -1.79457 -0.01515 1.128 -0.582 0.890
C 0.65638 3.90102 0.60293 -0.369 -1.098 0.810
C -1.50429 -6.25373 0.17502 -1.805 -0.283 2.107
C -0.11945 4.91064 -4.70404 0.780 -0.827 0.867
C 0.69136 3.57446 2.11370 0.568 -0.788 -0.888
C -2.45038 1.61984 2.65832 1.369 1.914 2.257
C 2.03758 -4.89219 2.02986 -0.081 0.244 1.168
C -3.46609 4.80356 -1.81559 1.147 2.585 -0.198
C -1.65568 -7.32569 1.28285 -1.375 1.431 -0.064
C -2.42902 -2.41343 -2.05004 5.039 1.546 0.693
C -4.80916 0.41507 -0.11277 -0.347 -0.030 0.116
C -0.12829 0.01834 -5.01794 0.198 1.822 1.566
C 1.50296 -0.18459 3.41229 -3.345 0.745 -2.921
C 2.35707 3.21102 6.58251 -3.200 2.254 0.057
C 1.31526 -3.88420 -1.50356 -1.400 -0.285 2.421
C 3.58651 1.67346 -2.21206 0.515 2.089 -0.536
C -0.38776 0.51552 -3.59889 -0.425 -2.247 -0.520
B 0.09551 0.43472 0.05509 1.112 0.380 -0.277
H 2.70611 -6.72565 2.41005 -0.686 -0.267 -0.039
H 0.06851 1.91206 -5.59236 -0.428 -0.190 0.099
H -2.49206 -5.81538 0.03268 -0.342 0.465 0.500
H 5.64667 -3.34930 -0.36845 0.056 0.402 -0.033
H -0.19905 -0.59142 -0.10150 0.109 -3.828 -0.630
H -4.05070 2.67449 1.99952 0.292 -0.109 0.222
H 3.84409 3.86061 -2.52928 -1.159 0.066 -0.111
H -0.64835 -3.06385 -3.04728 -0.019 0.573 0.454
H 0.46261 4.82123 -5.62127 0.403 0.070 0.157
H 2.50049 3.01538 2.07461 0.294 0.049 0.040
H 0.99549 -1.99403 -0.78596 -0.084 -0.147 0.329
H -4.75959 -1.37247 0.71000 0.157 0.057 0.294
H 4.13888 2.79663 -0.67006 -0.138 0.100 -0.284
H 0.65019 5.37119 -0.56199 0.257 0.255 -0.255
H 0.03755 4.16853 2.75223 0.143 0.390 -0.289
H -3.89417 -3.60701 -2.69499 0.087 0.011 0.410
H 3.28997 -0.26928 4.23211 -0.127 -0.447 0.205
H -1.10641 -0.17207 -5.45968 0.011 0.112 -0.409
H 0.74427 3.38685 -3.33277 -0.552 -0.373 -0.266
H -2.75831 -4.20175 3.79792 -0.020 0.801 0.793
H -0.74846 -0.38682 -3.10515 -0.637 0.350 0.725
H -0.68707 4.57605 -2.15305 -0.841 0.149 0.854
H -4.74138 6.13777 -1.08268 -0.333 -0.562 0.644
H -0.34931 3.65436 0.26258 -0.417 0.116 -0.094
H -5.83434 0.15064 -0.37196 0.001 0.104 -0.593
H -0.81053 -5.48821 0.52255 0.144 0.108 -0.012
H 3.97623 -5.24257 2.18361 0.144 0.661 0.004
H -0.12812 0.66966 1.08418 -1.117 1.154 3.293
H -4.93214 1.05326 0.76227 0.410 0.515 -0.144
H -1.76478 -4.35865 2.46206 -0.578 -0.141 -0.845
H -2.34501 -8.12587 1.01335 0.211 -0.291 -0.566
H 3.52917 -3.54536 2.04897 0.203 0.019 -0.180
H 2.51799 1.52711 -2.37001 -0.342 0.527 0.508
H 2.43366 1.59727 5.41856 -0.035 0.560 -0.431
H -0.01731 -3.51191 3.26276 -0.029 -0.320 -0.730
H -4.24484 -2.62599 -1.30712 0.131 0.079 -0.296
H 0.41938 2.52812 2.25260 -0.790 0.046 -0.383
H 5.24679 -2.39884 -1.75489 -0.057 -0.391 0.325
H 1.13787 0.64361 -0.12957 3.792 0.301 -0.878
H 3.98565 0.81801 -2.75703 0.761 -0.256 0.669
H -2.17332 -6.85869 2.12074 0.167 0.260 0.215
H -0.84999 -1.45220 2.07464 0.852 0.512 0.291
H 0.53245 0.75995 -3.06827 0.003 0.571 -0.181
H -2.39801 1.97585 -1.47194 0.502 0.435 -0.135
H 1.95845 -1.04370 5.09359 0.287 0.058 -0.076
H 5.20555 3.00198 -2.78813 0.405 -0.762 -0.293
H 1.65604 2.97544 4.70257 0.086 -0.080 0.052
H -0.40855 -6.27013 -1.29558 0.627 -0.065 -0.677
H 0.42159 -0.92236 -4.98954 0.547 0.320 -0.406
H -3.39493 -2.56337 2.02607 -0.159 -0.131 0.085
H -0.94462 0.93205 3.59155 1.182 -0.005 1.155
H 3.33554 2.75954 8.18554 -0.017 -0.122 0.135
H 1.30970 3.25149 0.02036 0.186 -0.933 0.394
H 1.67718 4.77328 -3.37932 0.199 0.290 -0.824
H 4.13282 -0.79568 -1.61874 -0.753 0.546 0.036
H 0.81629 -3.29214 0.37235 0.041 -0.008 0.278
H 2.93242 0.86595 2.37796 -0.192 -0.356 -0.120
H 2.00706 -2.41150 -2.45118 0.421 0.064 -1.144
H -0.44199 1.02513 -0.67068 -2.046 2.423 -2.327
H -2.16381 -3.34146 -3.79679 0.447 -0.254 0.124
H 0.05523 -7.98176 0.95018 0.395 -0.430 -0.167
H -3.41601 3.14130 3.53326 -0.188 -0.041 -0.351
H -4.04648 6.38986 -2.85654 0.414 -0.063 -0.555
H -1.07217 2.39729 -3.75736 0.256 0.032 -0.168
H -2.72269 -1.56505 3.31117 -0.105 -0.113 0.359
H -0.47476 5.93683 -4.61029 -0.047 0.060 0.146
H 1.98520 -3.91498 -3.41405 0.223 0.191 0.379
H 1.31456 0.67092 1.68662 0.458 0.240 -0.390
H 2.76928 1.43227 7.35904 0.141 0.202 -0.165
H -1.78910 4.11011 -5.47687 0.029 0.086 -0.218
H 3.61576 3.50362 -4.80343 0.133 0.122 0.152
H -4.56404 4.55793 -0.23306 -0.295 0.773 0.185
H -1.64798 2.50719 4.28825 0.728 -0.692 0.151
H -4.48106 1.97210 -1.55478 -0.164 0.219 0.211
H -2.70074 5.50860 -3.51783 -0.078 0.196 0.058
H -4.19055 0.42147 -2.19636 0.030 -0.511 0.017
H 0.95642 -6.52765 2.13121 0.054 -0.653 0.283
H 3.07842 -0.34657 -0.29618 0.217 0.277 -0.189
```
Forces are in eV/Å.